71
Properties=species:S:1:pos:R:3 method="wB97M-V/def2-TZVPD" s2=0.762 e_homo_ha="-0.370 / -0.365" e_lumo_ha="-0.1616 / -0.1648" homo_lumo_gap_ha="0.208 / 0.200" total_energy_ha=-2115.5963 charge=+1 spin_multiplicity=2 e_above_lowest_kj_mol=351.4
Ir 0.5014 0.0210 -0.1960
O 3.5865 -1.9268 -2.0752
C 2.7795 -1.6643 -1.1945
N 1.4269 -1.6795 -1.2931
C 0.6851 -2.4756 -2.1153
C 1.1885 -3.5051 -2.9262
C 0.3212 -4.3313 -3.6039
C -1.0536 -4.1400 -3.4984
C -1.5632 -3.0959 -2.7524
C -0.6998 -2.2434 -2.0597
N -1.0695 -1.0961 -1.3598
C -2.3256 -0.6365 -1.3127
O -3.3717 -1.2014 -1.5719
C -2.3533 0.9008 -0.9427
C -3.2566 1.5780 -1.9174
C -2.7979 2.5194 -2.7651
C -1.4284 2.9096 -2.7262
C -0.6056 2.3047 -1.8236
N -0.9965 1.3545 -0.9528
C 3.1959 -1.2196 0.1521
C 4.5066 -1.3711 0.5774
C 4.8492 -0.9723 1.8560
C 3.8525 -0.4487 2.6693
C 2.5739 -0.3131 2.1662
N 2.2433 -0.6837 0.9275
H 2.2574 -3.6311 -3.0030
H 0.7100 -5.1323 -4.2174
H -1.7281 -4.8061 -4.0182
H -2.6269 -2.9303 -2.6992
H -4.2881 1.2545 -1.9121
H -3.4770 2.9935 -3.4605
H -1.0397 3.6668 -3.3882
H 0.4328 2.6025 -1.7720
H 5.2199 -1.8095 -0.1069
H 5.8632 -1.0650 2.2192
H 4.0632 -0.1532 3.6863
H 1.7892 0.1105 2.7761
N 4.6380 1.1849 -2.8779
C 4.3155 1.8004 -1.5968
C 2.8524 1.5305 -1.2968
O 2.2973 1.7701 -0.2324
O 2.1774 1.0031 -2.2934
H 4.8757 0.2018 -2.7661
H 5.4085 1.6412 -3.3460
H 2.8240 0.8774 -3.0408
H 4.4296 2.8849 -1.6467
H 4.9060 1.4477 -0.7472
N -2.8057 4.8327 3.3471
C -3.0659 3.8409 2.8308
C -3.3521 2.5781 2.2242
C -4.1573 1.6339 2.8725
C -4.3542 0.4226 2.2308
C -3.7567 0.1633 1.0213
N -2.9520 1.0729 0.4340
C -2.7847 2.2761 1.0094
H -4.6173 1.8640 3.8229
H -4.9927 -0.3290 2.6725
H -3.9201 -0.7603 0.4860
H -2.1773 2.9874 0.4683
N -2.3361 -0.7450 6.5666
C -1.8853 -0.6296 5.5158
C -1.3726 -0.4763 4.1889
C -1.3456 -1.5692 3.3231
C -0.8803 -1.4085 2.0272
C -0.4330 -0.1674 1.5889
C -0.4476 0.9184 2.4626
C -0.9170 0.7694 3.7597
H -1.6757 -2.5387 3.6708
H -0.8498 -2.2665 1.3658
H -0.0785 1.8904 2.1522
H -0.9313 1.6144 4.4370

6
Properties=species:S:1:pos:R:3 method="wB97M-V/def2-TZVPD" s2=0.751 e_homo_ha="-0.506 / -0.556" e_lumo_ha="-0.2061 / -0.2687" homo_lumo_gap_ha="0.300 / 0.287" total_energy_ha=-419.1659 charge=+1 spin_multiplicity=2
H -0.0501 -1.1525 1.0323
C 0.0885 -0.0975 0.5024
C -1.2095 -0.2644 -0.1058
O 1.0626 0.4315 0.0035
F -2.1029 0.5855 0.2573
Cd 2.2114 0.4975 -1.6898

239
Properties=species:S:1:pos:R:3 method="wB97M-V/def2-TZVPD" e_homo_ha=-0.343 e_lumo_ha=-0.0305 homo_lumo_gap_ha=0.312 total_energy_ha=-6507.1624 spin_multiplicity=1 e_above_lowest_kj_mol=0.0
C -5.5300 2.3693 5.9620
O -4.9796 1.6333 4.8728
C -5.5006 0.2730 4.7975
C -4.7303 -0.5150 5.8142
O -3.4701 -0.8380 5.3659
C -2.6660 -1.6059 6.2881
C -1.6451 -0.7298 7.0974
O -0.4792 -0.3318 6.4108
C 0.3905 -1.3850 6.3438
H -4.9363 3.3137 5.8886
H -5.3777 1.9561 6.9487
H -6.6023 2.4739 5.9009
H -5.3525 -0.0012 3.7720
H -6.5636 0.2827 5.0523
H -5.3034 -1.4987 5.9531
H -4.6870 -0.0415 6.7715
H -2.0693 -2.3331 5.7088
H -3.3636 -2.1274 6.9631
H -1.3523 -1.3441 7.9509
H -2.1818 0.1887 7.3741
H 0.6712 -1.7736 7.3236
H 1.2338 -1.0572 5.8026
H -0.0375 -2.2313 5.8085
C -1.8136 3.8154 -2.7723
O -1.2094 2.5285 -2.8132
C -1.1685 1.7600 -1.6297
C -0.5368 0.3609 -1.8776
O -0.7309 -0.3807 -0.7096
C 0.3242 -1.2879 -0.3677
C 0.3438 -1.6615 1.0610
O 0.9190 -0.5143 1.7161
C 1.2606 -0.7408 3.1072
H -1.5705 4.3789 -3.6739
H -1.4620 4.3488 -1.8546
H -2.8577 3.6349 -2.6674
H -2.2494 1.5920 -1.3176
H -0.6218 2.2634 -0.8177
H 0.4997 0.3866 -2.0189
H -1.0703 -0.0882 -2.7612
H 1.3559 -0.8028 -0.5771
H 0.3375 -2.1622 -1.0186
H 1.0382 -2.5800 1.2411
H -0.6143 -1.8682 1.3993
H 2.1818 -1.3777 3.1928
H 0.4508 -1.1448 3.6473
H 1.5177 0.1889 3.5761
C 1.7062 -6.2841 -0.5863
O 0.9621 -5.2606 -1.2176
C 1.8090 -4.5710 -2.1415
C 2.7887 -3.6018 -1.5622
O 4.0302 -4.1644 -1.2205
C 5.0821 -3.2748 -0.8670
C 6.2727 -4.0816 -0.2528
O 7.0707 -4.7158 -1.1635
C 6.7946 -6.0482 -1.3238
H 2.3798 -5.8725 0.1499
H 2.2547 -6.8207 -1.3673
H 0.9848 -6.9291 -0.0463
H 1.1234 -3.9836 -2.8525
H 2.3148 -5.2973 -2.7741
H 2.2532 -3.0637 -0.7121
H 2.9134 -2.8068 -2.3466
H 4.7491 -2.5511 -0.0700
H 5.3422 -2.7518 -1.8185
H 5.8289 -4.6909 0.5456
H 6.9222 -3.2905 0.2541
H 7.4029 -6.7359 -0.6625
H 7.1745 -6.3756 -2.3122
H 5.7457 -6.3316 -1.2170
C -2.3234 1.9517 1.9748
C -1.6251 2.9351 2.7537
C -2.2839 4.0748 3.1298
C -3.5575 4.2841 2.8242
C -4.2839 3.3746 2.0090
C -3.6863 2.1940 1.6512
N -4.0893 5.5937 3.0780
O -3.3817 6.4631 3.6028
O -5.2310 5.8417 2.7030
H -1.7994 1.0760 1.5262
H -0.5435 2.8350 2.9680
H -1.7319 4.7594 3.8050
H -5.3248 3.7224 1.7663
H -4.2635 1.5365 0.9953
C 2.8578 -3.8550 6.8481
C 4.0722 -3.0758 6.5775
C 4.4799 -2.8988 5.2562
C 3.7440 -3.5163 4.2311
C 2.6377 -4.2577 4.4694
C 2.2246 -4.4880 5.7581
N 4.1372 -3.2828 2.8342
O 3.4006 -3.5104 1.8845
O 5.2397 -2.7621 2.6976
H 2.5466 -3.9654 7.8928
H 4.6999 -2.6425 7.3085
H 5.3361 -2.2691 4.9580
H 2.0691 -4.7188 3.6561
H 1.3582 -5.0615 5.9181
C -3.1753 3.2499 -7.9897
C -2.6986 1.9572 -8.2104
C -2.6321 1.0706 -7.1771
C -3.0134 1.5334 -5.9545
C -3.4116 2.8108 -5.6774
C -3.5276 3.7154 -6.7167
N -3.2075 0.5687 -4.8546
O -2.7558 -0.5593 -5.0376
O -3.8442 0.9024 -3.8868
H -3.3446 3.8368 -8.8990
H -2.4019 1.6359 -9.2175
H -2.3174 0.0263 -7.1848
H -3.7697 3.0312 -4.6971
H -3.8154 4.7443 -6.5698
C -6.4692 6.0796 -4.7369
C -5.7739 6.0685 -3.4881
C -5.6623 4.8495 -2.7830
C -6.3457 3.7360 -3.2206
C -7.1026 3.7305 -4.4011
C -7.0451 4.8874 -5.1723
N -6.2190 2.4195 -2.5680
O -5.2625 2.2296 -1.8217
O -7.1332 1.6072 -2.6496
H -6.6429 7.0431 -5.3046
H -5.2262 6.9179 -3.0921
H -5.1057 4.8603 -1.8413
H -7.6240 2.9174 -4.8277
H -7.5680 4.7509 -6.1015
C 3.8504 0.8656 7.5993
C 4.3970 0.7246 6.3499
C 3.8795 1.4015 5.2537
C 2.7744 2.1723 5.5321
C 2.2931 2.5063 6.7791
C 2.8148 1.7489 7.8121
N 2.1107 2.7989 4.3512
O 1.1452 3.4967 4.5339
O 2.4548 2.5031 3.2076
H 4.3031 0.3920 8.4134
H 5.2156 0.0910 6.2001
H 4.3316 1.3071 4.2927
H 1.5267 3.2399 6.9410
H 2.5080 2.0022 8.8280
C -1.8917 -4.0645 -3.0730
C -1.7671 -3.1387 -4.0755
C -1.6403 -3.6504 -5.3692
C -1.8008 -5.0297 -5.5047
C -1.8504 -5.9984 -4.5262
C -1.8771 -5.4324 -3.2690
N -1.9183 -5.5148 -6.9149
O -2.0582 -4.6519 -7.7644
O -1.8665 -6.6954 -7.1879
H -1.8478 -3.6599 -2.0661
H -1.8104 -2.0678 -3.8747
H -1.6835 -3.0158 -6.2872
H -1.8221 -7.0456 -4.7081
H -1.8502 -6.0694 -2.4200
C 4.6799 3.7534 -5.9723
C 4.4620 4.6395 -4.9589
C 3.2453 5.2699 -4.8495
C 2.2630 5.0339 -5.8031
C 2.4697 4.2093 -6.8672
C 3.7421 3.5692 -6.9623
N 0.8441 5.4885 -5.5959
O -0.0826 4.9753 -6.2600
O 0.6921 6.3631 -4.7584
H 5.5651 3.1343 -5.9984
H 5.2130 4.8746 -4.2152
H 3.0257 5.7740 -3.9051
H 1.7340 3.8736 -7.6100
H 3.9590 2.8481 -7.7002
C 8.4293 -0.1379 2.8211
O 7.5502 -0.1702 1.7565
C 6.2492 0.1047 1.9814
O 5.7939 0.4150 3.0783
O 5.5681 -0.1866 0.9067
C 4.1325 -0.0500 1.0992
H 8.6654 0.8123 3.2514
H 9.3441 -0.5902 2.4925
H 8.1470 -0.7998 3.6182
H 4.0449 0.6468 1.8649
H 3.7674 -1.0591 1.3028
H 3.6534 0.2500 0.1625
C -1.2146 -7.2681 4.0581
O -0.5327 -6.0615 4.0091
C -0.6210 -5.2992 2.9283
O -0.0656 -4.2356 2.9126
O -1.3168 -5.8573 1.8944
C -1.6747 -5.0217 0.7998
H -1.5096 -7.4371 5.0914
H -0.5864 -8.1440 3.6882
H -2.0635 -7.1230 3.3713
H -1.5688 -3.9929 1.0937
H -2.6784 -5.2953 0.6855
H -0.9596 -5.1632 -0.0491
C 0.9021 1.0891 -5.2382
O 0.8028 0.0033 -6.2246
C 1.1882 -1.2175 -5.6621
O 1.2045 -1.5683 -4.4820
O 1.6045 -1.8903 -6.7631
C 2.0014 -3.3588 -6.3813
H 0.1169 1.1068 -4.5809
H 0.8533 1.9398 -5.9011
H 1.9088 1.1701 -4.7232
H 1.0147 -3.8224 -6.3595
H 2.4771 -3.2545 -5.4452
H 2.6517 -3.6571 -7.2019
C 2.6869 3.1605 0.0824
O 3.4317 2.3855 -0.9154
C 4.2024 3.1445 -1.7158
O 4.2808 4.3365 -1.6259
O 4.8476 2.4181 -2.5591
C 4.7317 0.9823 -2.5134
H 3.3061 3.8386 0.6931
H 2.1651 2.3816 0.5962
H 2.0014 3.8765 -0.4098
H 5.1765 0.5856 -1.6029
H 5.2632 0.5563 -3.3999
H 3.7481 0.6152 -2.5562
C -2.6119 6.2526 0.2592
O -1.5382 6.8617 -0.5366
C -1.9276 7.4228 -1.7142
O -3.0222 7.1699 -2.2386
O -1.0070 8.2504 -2.1040
C -1.0797 8.8304 -3.3951
H -2.2975 6.5430 1.2758
H -2.6773 5.1354 0.0667
H -3.5101 6.8448 0.0101
H -1.2055 8.1270 -4.2340
H -0.1669 9.4162 -3.4518
H -1.9384 9.5412 -3.4648
C -5.1758 -5.3199 4.4908
O -4.9284 -4.1945 3.6213
C -3.7101 -3.6901 3.6353
O -2.8281 -4.1986 4.2783
O -3.7147 -2.6480 2.8310
C -2.5015 -1.8416 2.8800
H -5.3064 -4.8920 5.4743
H -4.3034 -5.9722 4.6115
H -6.0982 -5.7575 4.0934
H -2.6337 -0.9645 3.5262
H -2.3609 -1.4520 1.8698
H -1.5907 -2.4255 3.0239

112
Properties=species:S:1:pos:R:3 method="wB97M-V/def2-TZVPD" e_homo_ha=-0.315 e_lumo_ha=-0.0155 homo_lumo_gap_ha=0.300 total_energy_ha=-3135.8651 spin_multiplicity=1 e_above_lowest_kj_mol=0.0
C 1.9333 -2.3874 0.0388
C 0.6175 -2.4657 0.8444
C 0.6443 -3.7362 1.6954
C -0.6204 -2.3385 -0.1171
C -1.6272 -3.4814 0.0759
C -1.4121 -1.0391 0.0928
O -1.0195 0.0406 -0.7500
C 0.2982 0.4193 -0.7160
C 1.0276 0.2434 -1.8304
C 2.3678 0.6678 -1.8822
C 2.9450 1.2264 -0.7965
C 2.2328 1.4238 0.3919
N 2.8617 1.9786 1.4744
C 2.0951 2.1148 2.5250
C 0.7426 1.7651 2.5514
P -0.2266 1.9904 4.0524
O 0.5487 2.6016 5.1256
O -0.6805 0.5111 4.4611
O -1.5496 2.7890 3.6760
N 0.1205 1.2324 1.5296
C 0.8813 1.0297 0.4230
H 2.5698 -3.2444 0.2413
H 2.4855 -1.4811 0.2853
H 1.7674 -2.3651 -1.0332
H 0.5323 -1.6344 1.5424
H 0.5945 -4.6509 1.1143
H -0.1141 -3.7250 2.4732
H 1.5981 -3.7537 2.2242
H -0.3330 -2.3894 -1.1655
H -1.1974 -4.4341 -0.2019
H -2.4912 -3.3298 -0.5708
H -2.0145 -3.5089 1.0921
H -1.4136 -0.7722 1.1507
H -2.4460 -1.2308 -0.1711
H 0.5888 -0.2039 -2.7059
H 2.9665 0.5572 -2.7711
H 3.9713 1.5440 -0.8351
H 2.5300 2.5215 3.4284
H -0.8971 -0.0258 3.6858
H -1.9984 2.3220 2.9516
O 1.4214 -0.7436 -5.0471
C 0.4485 -1.3870 -5.3272
O -0.5569 -1.5836 -4.4525
C -1.5353 -2.4809 -5.0090
C -1.3391 -2.3899 -6.5177
C 0.1604 -2.1145 -6.6247
H -1.3412 -3.4822 -4.6187
H -2.5245 -2.1644 -4.6886
H -1.6675 -3.2823 -7.0462
H -1.8964 -1.5400 -6.9137
H 0.7478 -3.0335 -6.6421
H 0.4173 -1.4946 -7.4806
O 4.9364 3.5731 -0.4225
C 5.6777 3.9438 0.4398
O 6.9785 4.2534 0.2299
C 7.6148 4.5621 1.4841
C 6.4816 4.9597 2.4234
C 5.3302 4.0995 1.9017
H 8.1453 3.6719 1.8284
H 8.3349 5.3610 1.3249
H 6.7201 4.8004 3.4731
H 6.2436 6.0160 2.2892
H 5.3131 3.1095 2.3574
H 4.3603 4.5742 2.0110
O -4.6050 1.1712 1.4611
C -5.1520 1.4651 2.4837
O -5.8184 0.5631 3.2422
C -6.4491 1.2224 4.3561
C -5.6662 2.5130 4.5513
C -5.2376 2.8382 3.1210
H -7.4956 1.4036 4.1023
H -6.4071 0.5661 5.2221
H -6.2417 3.2999 5.0340
H -4.7825 2.3212 5.1628
H -5.9922 3.4280 2.5994
H -4.2765 3.3427 3.0757
O -4.7389 5.3942 7.5170
C -3.8461 4.5991 7.5707
O -2.9967 4.3798 6.5424
C -2.1041 3.2915 6.8551
C -2.0901 3.2129 8.3748
C -3.5035 3.6757 8.7263
H -2.4981 2.3816 6.3939
H -1.1272 3.5014 6.4378
H -1.8380 2.2231 8.7494
H -1.3605 3.9192 8.7732
H -4.2159 2.8490 8.7292
H -3.5547 4.2100 9.6705
O -0.9416 -5.2448 -2.6075
C -1.1045 -6.4239 -2.4991
O -0.5922 -7.1375 -1.4693
C -0.8590 -8.5389 -1.6528
C -2.0575 -8.5972 -2.5907
C -1.8487 -7.3477 -3.4448
H 0.0296 -9.0045 -2.0840
H -1.0567 -8.9894 -0.6834
H -2.1115 -9.5233 -3.1592
H -2.9803 -8.4998 -2.0173
H -1.2127 -7.5418 -4.3096
H -2.7822 -6.8950 -3.7660
O 1.2718 1.0513 -9.5856
C 1.9994 1.4710 -8.7329
O 3.2932 1.7935 -8.9689
C 3.9433 2.1607 -7.7381
C 2.8195 2.5790 -6.8002
C 1.6738 1.6858 -7.2697
H 4.4907 1.2919 -7.3668
H 4.6496 2.9626 -7.9387
H 3.0730 2.4626 -5.7484
H 2.5645 3.6260 -6.9711
H 1.6833 0.7192 -6.7660
H 0.7026 2.1592 -7.1546